Formula: C21H17F15N3O5S2Ti
Source: the Open Molecules 2025 dataset
Level of theory: ωB97M-V/def2-TZVPD

Structure (XYZ):
```
64
Properties=species:S:1:pos:R:3:forces:R:3:mulliken_charge:R:1
Ti 0.1342 -0.3734 -0.9071 -0.28 -0.24 0.26 -0.81
C -1.8181 -1.4331 4.5057 0.00 0.00 0.00 -1.47
C -1.9913 -0.5051 3.3028 -0.05 0.02 0.01 -0.97
C -0.8607 0.4828 3.1355 0.04 0.01 -0.04 0.76
C -0.7909 1.5400 4.0407 -0.02 0.00 -0.02 -0.57
C 0.1462 2.5455 3.9136 0.00 0.01 0.01 -1.25
C 1.0408 2.5222 2.8545 0.01 -0.01 -0.01 -0.78
C 1.0181 1.4854 1.9377 -0.05 -0.08 0.00 0.65
C 2.0393 1.4492 0.8359 -0.07 0.02 -0.10 0.93
C 3.2176 0.5342 1.1500 -0.01 0.02 0.02 -1.33
C 0.0844 0.4542 2.1008 -0.01 0.13 0.14 -0.26
N 0.0657 -0.5966 1.1297 0.08 -0.05 -0.18 1.42
C -0.1296 -1.8418 1.4963 0.01 -0.11 -0.04 -0.81
C -0.5054 -2.7315 0.4826 0.01 -0.04 0.06 0.27
C -0.7579 -4.0921 0.3838 0.03 0.06 0.00 -1.00
C -1.0826 -4.3426 -0.9579 -0.01 0.03 -0.05 -0.92
C -1.0119 -3.1371 -1.6342 0.00 -0.05 -0.01 -0.53
N -0.6762 -2.1407 -0.7716 -0.07 0.19 -0.02 0.95
H -2.6655 -2.1121 4.5931 0.00 0.00 0.01 0.43
H -1.7510 -0.8585 5.4292 0.01 0.00 0.00 0.39
H -0.9073 -2.0321 4.4397 0.00 -0.01 0.01 0.34
H -2.9080 0.0734 3.4399 0.00 -0.01 -0.01 0.64
H -2.1536 -1.0838 2.3927 -0.01 -0.01 0.01 0.31
H -1.5191 1.5840 4.8416 0.00 -0.01 0.01 0.49
H 0.1676 3.3605 4.6244 0.00 0.00 0.00 0.44
H 1.7652 3.3183 2.7359 0.00 0.00 0.00 0.50
H 2.3899 2.4633 0.6402 0.01 0.00 0.00 0.84
H 1.5585 1.1855 -0.1322 0.18 0.04 0.05 -1.15
H 3.6707 0.8485 2.0905 0.00 0.01 -0.01 0.46
H 3.9778 0.5884 0.3730 0.00 -0.01 0.00 0.37
H 2.8998 -0.5023 1.2684 0.01 -0.01 0.01 0.21
H -0.0244 -2.1451 2.5326 -0.02 0.02 -0.02 0.64
H -0.7143 -4.8081 1.1887 0.00 0.00 0.01 0.56
H -1.3523 -5.2905 -1.3920 0.00 0.00 0.00 0.49
H -1.1902 -2.9297 -2.6776 0.00 -0.01 0.00 0.71
F 1.1305 1.8208 -3.4369 0.04 0.05 -0.04 -0.22
C 1.1788 1.1003 -4.5599 0.09 0.04 0.12 0.65
F 0.2201 1.4715 -5.3743 -0.10 -0.03 -0.02 -0.21
F 2.3552 1.2477 -5.1330 0.01 -0.01 -0.03 -0.21
S 0.9544 -0.6886 -4.0866 0.15 -0.14 -0.34 1.11
O 0.0484 -0.5962 -2.9125 -0.22 0.14 0.24 -0.69
O 0.4452 -1.3910 -5.1992 -0.02 -0.05 -0.03 -0.61
N 2.3642 -1.1994 -3.6377 0.03 0.14 0.05 -0.76
S 2.9638 -0.7591 -2.2639 -0.05 -0.34 -0.07 1.26
O 3.4779 0.5612 -2.1656 0.18 0.10 -0.05 -0.56
O 2.0041 -1.1096 -1.1605 -0.22 0.49 0.11 -0.25
C 4.3411 -2.0181 -2.0412 0.03 0.03 0.06 0.59
F 5.3635 -1.3827 -1.5029 -0.05 0.00 0.03 -0.19
F 3.9174 -2.9701 -1.2292 -0.01 -0.01 -0.04 -0.19
F 4.6719 -2.5208 -3.2070 0.02 0.02 -0.01 -0.18
F -4.4770 1.2799 -0.8282 -0.02 0.02 0.00 -0.25
C -3.2898 0.7002 -0.8658 -0.07 -0.18 0.07 -0.08
F -3.2679 -0.2037 -1.8520 -0.03 0.09 -0.01 -0.23
F -3.1017 0.0253 0.2770 0.01 0.02 -0.03 -0.12
C -2.1456 1.7283 -1.0638 0.06 0.13 0.01 1.06
O -0.9462 1.0547 -0.9202 0.34 -0.36 -0.12 0.50
C -2.1893 2.3547 -2.4929 0.05 -0.06 -0.09 0.65
F -3.3765 2.8697 -2.7732 -0.04 -0.03 0.04 -0.22
F -1.2652 3.3076 -2.5957 -0.02 0.02 0.01 -0.25
F -1.9108 1.4164 -3.4033 0.02 0.03 0.02 -0.23
C -2.2013 2.8576 0.0144 -0.04 -0.02 0.10 0.35
F -1.0453 3.5143 0.0369 0.02 0.01 -0.01 -0.24
F -3.1860 3.7118 -0.2368 0.05 0.01 -0.06 -0.25
F -2.3994 2.3382 1.2273 0.02 -0.03 -0.01 -0.19
```
Positions in Å, forces in eV/Å.

Multiplicity   1
LUMO level   -5.45 eV
Total charge   +1
E_HOMO   -0.434 Ha
Energy above the lowest of the compared OMol25 structures with the same formula, charge and spin   25.1 kJ/mol

Formula: C3H6N2O
Source: the Open Molecules 2025 dataset
Level of theory: ωB97M-V/def2-TZVPD

Structure (XYZ):
```
12
Properties=species:S:1:pos:R:3:forces:R:3:mulliken_charge:R:1
C 1.3207 1.3507 -0.9268 0.21 0.30 -0.14 -0.74
N 0.4707 0.5027 -0.1594 -0.28 0.25 0.06 -0.41
C -0.7282 0.7883 0.1088 0.42 -0.02 -0.17 0.02
N -1.5236 -0.2208 0.6524 0.01 -0.12 -0.06 -0.09
C -1.0171 -1.5107 0.5058 -0.26 -0.20 0.13 -0.01
O -1.6095 -2.5265 0.7738 0.02 0.35 0.03 -0.52
H 1.4932 0.8629 -1.8962 -0.01 0.23 0.14 0.26
H 0.9131 2.3574 -1.0961 0.11 -0.01 -0.01 0.30
H 2.2930 1.4089 -0.4293 -0.10 0.19 -0.11 0.24
H -1.2179 1.7526 -0.0813 0.04 -0.14 -0.02 0.32
H -2.5007 -0.0693 0.8558 0.15 -0.06 0.02 0.23
H 0.0045 -1.3963 0.1055 -0.30 -0.77 0.14 0.40
```
Positions in Å, forces in eV/Å.

Multiplicity   1
LUMO level   0.86 eV
Structure (SMILES)   C/N=C/NC=O
E_HOMO   -0.343 Ha
Energy above the lowest of the compared OMol25 structures with the same formula, charge and spin   126.4 kJ/mol

Formula: C54H43IrN4O2PS2Se
Source: the Open Molecules 2025 dataset
Level of theory: ωB97M-V/def2-TZVPD

Structure (XYZ):
```
108
Properties=species:S:1:pos:R:3:forces:R:3:lowdin_spin:R:1
Ir 0.6771 0.8219 -2.0927 -0.34 0.12 -0.27 0.82
C -8.4409 -0.9547 1.1217 0.02 0.01 0.00 0.00
C -6.9828 -0.8885 0.7931 -0.01 0.00 0.00 0.00
C -6.5520 -0.6242 -0.5064 -0.02 0.00 0.01 0.00
C -5.2031 -0.5366 -0.8066 0.02 0.03 -0.02 0.00
C -4.2724 -0.7254 0.2133 0.00 -0.05 -0.01 0.00
C -4.6727 -0.9958 1.5258 0.01 0.02 0.03 0.00
C -6.0190 -1.0700 1.8012 0.01 0.01 0.00 0.00
S -2.6049 -0.6058 -0.2702 0.01 -0.01 -0.07 0.00
O -2.0887 0.3693 0.8936 -0.07 0.00 0.12 0.00
C -1.9208 -2.2500 0.0834 -0.01 0.02 0.04 0.00
C -2.7929 -3.2759 -0.0298 -0.06 0.01 0.00 0.00
C -2.3173 -4.6149 -0.1486 0.04 -0.02 0.00 0.00
C -0.9768 -4.9089 -0.2883 -0.04 0.00 0.00 0.00
C -0.5632 -6.2447 -0.5665 -0.02 -0.02 -0.01 0.00
C 0.7600 -6.5224 -0.7695 0.03 0.01 0.00 0.00
C 1.6876 -5.4763 -0.6861 -0.03 0.00 0.00 0.00
C 1.3111 -4.1649 -0.3839 0.03 -0.01 -0.01 0.00
C -0.0192 -3.8514 -0.1910 0.01 0.03 0.01 0.00
C -0.4587 -2.4768 0.2255 0.05 -0.01 0.08 0.00
C 1.1942 -1.2528 1.0794 0.04 -0.06 0.00 0.00
C -0.6639 -1.7860 2.8232 0.01 -0.01 -0.01 0.00
C -1.2482 -2.7090 3.6267 0.04 -0.01 0.06 0.00
C -1.7571 -2.4821 4.9416 0.06 0.00 -0.04 0.00
C -1.2459 -1.5964 5.8817 -0.09 0.01 0.05 0.00
C -0.1471 -0.7887 5.6304 0.08 0.02 -0.02 0.00
C 0.1943 -0.3115 4.3428 -0.08 -0.04 -0.01 0.00
C 1.3826 0.2135 3.9636 0.06 0.03 0.03 0.00
C 1.3226 0.7349 2.5676 -0.04 0.03 -0.01 0.00
C 1.8463 -0.1591 1.4573 0.04 0.02 -0.02 0.00
S 2.6954 0.9010 0.2486 -0.01 0.07 0.02 0.00
O 2.6259 0.2519 -1.1316 -0.04 -0.24 -0.07 0.08
C 4.3286 0.7299 0.8488 -0.04 0.06 0.02 0.00
C 4.9504 -0.5110 0.9788 0.00 -0.04 0.02 0.00
C 6.2628 -0.5536 1.4005 0.00 -0.01 -0.01 0.00
C 6.9666 0.6195 1.7049 0.02 0.00 0.01 0.00
C 8.3975 0.5656 2.1436 -0.02 -0.01 0.00 0.00
C 6.3162 1.8478 1.5708 0.00 0.01 -0.01 0.00
C 5.0055 1.9148 1.1359 0.01 0.01 -0.01 0.00
H -9.0379 -1.2049 0.2475 0.00 0.00 0.00 0.00
H -8.7783 0.0192 1.4852 0.00 0.00 0.00 0.00
H -8.6391 -1.6818 1.9074 0.00 0.00 0.00 0.00
H -7.2822 -0.4787 -1.2918 0.00 -0.01 0.00 0.00
H -4.8803 -0.3194 -1.8180 -0.01 -0.01 0.00 0.00
H -3.9376 -1.1360 2.3098 -0.01 0.00 -0.01 0.00
H -6.3498 -1.2690 2.8128 0.00 -0.01 0.00 0.00
H -3.8587 -3.1031 -0.1024 0.01 0.01 0.00 0.00
H -3.0459 -5.4180 -0.2002 0.00 0.00 -0.01 0.00
H -1.3144 -7.0229 -0.6300 0.01 0.00 0.00 0.00
H 1.0913 -7.5263 -0.9963 0.00 0.00 0.00 0.00
H 2.7349 -5.6895 -0.8637 0.00 0.00 0.00 0.00
H 2.0829 -3.4084 -0.3163 -0.01 0.00 0.00 0.00
H -1.2507 -3.7482 3.3082 -0.01 0.00 0.00 0.00
H -2.4486 -3.2269 5.3234 0.01 0.00 0.00 0.00
H -1.5665 -1.7244 6.9082 0.00 0.00 -0.01 0.00
H 0.4852 -0.4985 6.4644 0.00 -0.01 -0.01 0.00
H 2.2582 0.3198 4.5946 -0.01 -0.01 -0.01 0.00
H 1.8161 1.7108 2.5229 0.00 0.00 0.01 0.00
H 4.4176 -1.4238 0.7414 0.01 0.00 0.01 0.00
H 6.7634 -1.5083 1.4989 0.00 0.00 0.00 0.00
H 8.6969 -0.4416 2.4238 0.00 0.00 0.00 0.00
H 8.5735 1.2327 2.9867 0.00 0.00 0.00 0.00
H 9.0469 0.8960 1.3301 0.00 0.00 0.00 0.00
H 6.8511 2.7616 1.7962 0.00 0.00 0.00 0.00
H 4.5176 2.8740 1.0086 0.00 -0.01 0.01 0.00
Se -1.8330 3.6502 4.6018 -0.03 0.03 0.06 0.00
N -1.8546 4.1543 2.9082 -0.03 0.02 -0.04 0.00
C -1.3191 3.1999 2.2017 0.03 -0.04 -0.01 0.00
C -1.0734 3.3370 0.7731 0.01 -0.04 0.01 0.00
C -1.1199 4.5977 0.1738 0.02 0.03 0.04 0.01
C -0.6689 4.7363 -1.1139 0.00 0.02 -0.05 0.00
C -0.1845 3.6134 -1.7624 -0.05 -0.09 -0.02 0.02
N -0.2205 2.3929 -1.2165 0.16 -0.02 -0.02 0.02
C -0.6631 2.2261 0.0613 0.02 -0.02 0.07 0.01
C -0.6547 0.7977 0.6710 0.13 0.04 -0.13 0.00
N -0.1676 -0.0409 -0.3933 0.06 0.07 0.00 0.01
C 0.4852 -1.3166 -0.2508 -0.07 0.05 -0.09 0.00
C 0.2083 -2.2255 1.7077 -0.06 0.02 -0.09 0.00
C -0.7715 -0.3396 3.1804 -0.01 0.00 -0.02 0.00
C -0.2310 0.8116 2.2585 0.05 0.02 -0.04 0.00
C -0.8669 2.0487 2.9117 0.03 0.04 0.06 0.00
N -1.0572 2.0978 4.2031 0.01 -0.05 -0.02 0.00
H -1.4640 5.4434 0.7550 0.00 0.00 0.00 0.00
H -0.6463 5.6941 -1.6146 0.00 -0.01 -0.01 0.00
H 0.2453 3.6741 -2.7487 -0.01 0.03 -0.02 0.00
H 1.0092 -1.5650 -1.1737 -0.01 -0.03 0.00 0.00
H 0.7065 -3.1529 1.9879 -0.02 -0.01 0.01 0.00
H -1.7833 -0.1107 3.5092 0.00 0.00 -0.01 0.00
C 3.1827 1.3593 -4.4437 0.01 0.04 -0.08 0.00
P 1.3785 1.3551 -4.3104 0.14 0.08 0.55 0.01
C 0.8335 -0.0300 -5.3565 0.05 -0.01 -0.01 0.00
C 0.7678 2.8255 -5.1574 -0.05 -0.05 -0.02 0.00
C 1.5418 3.4634 -6.1266 0.08 0.09 0.11 0.00
C 1.0268 4.5453 -6.8258 -0.01 0.00 -0.01 0.00
C -0.2646 4.9869 -6.5771 0.01 0.00 -0.01 0.00
C -1.0531 4.3384 -5.6353 -0.01 -0.01 0.02 0.00
C -0.5385 3.2626 -4.9293 -0.10 -0.12 -0.17 0.00
H 3.5169 1.3036 -5.4792 -0.01 0.00 -0.01 0.00
H 3.5770 0.4979 -3.9040 -0.01 0.01 0.01 0.00
H 3.5781 2.2667 -3.9876 0.02 -0.01 0.01 0.00
H 1.1461 0.1692 -6.3827 0.01 -0.03 0.00 0.00
H -0.2523 -0.1166 -5.3385 0.00 0.01 0.01 0.00
H 1.2842 -0.9688 -5.0303 -0.02 0.00 0.01 0.00
H 2.5505 3.1351 -6.3401 0.00 0.01 0.00 0.00
H 1.6351 5.0401 -7.5706 0.00 0.00 0.00 0.00
H -0.6619 5.8294 -7.1269 0.00 -0.01 0.00 0.00
H -2.0701 4.6654 -5.4633 0.00 -0.01 0.00 0.00
H -1.1761 2.7306 -4.2298 0.00 0.01 0.03 0.00
```
Positions in Å, forces in eV/Å.

Multiplicity   2
LUMO level (alpha / beta)   -12.37 / -12.37 eV
Total charge   +4
E_HOMO (alpha / beta)   -0.629 / -0.628 Ha
Energy above the lowest of the compared OMol25 structures with the same formula, charge and spin   880.7 kJ/mol